The following is a DFT calculation (ωB97M-V with the def2-TZVPD basis set) of 2 unconnected molecules or ions with the total composition C3H2N2O2 at a distorted geometry.

Cartesian coordinates (Å):
N1 -1.97 -1.21 0.00
C1 -1.30 -0.22 0.06
O1 0.69 -0.81 0.23
C2 1.57 0.08 -0.04
O2 1.39 1.29 -0.25
C3 -1.17 1.15 0.11
N2 -0.37 2.03 0.06
H1 -1.47 -2.10 -0.07
H2 2.64 -0.21 -0.10

Output
LUMO energy (alpha / beta): -1.20 / -1.20 eV
Maximum force: 1.896 eV Å⁻¹
Electronic energy: -10213.9704 eV
Energy above the lowest of the compared OMol25 structures with the same formula, charge and spin: 97.3 kcal/mol
Frontier orbital gap (alpha / beta): 0.301 / 0.301 Eh

natural (NBO) charges, unit e, in atom order: -0.508 0.586 -0.678 0.655 -0.565 -0.012 -0.006 0.434 0.093

The following is a DFT calculation (ωB97M-V with the def2-TZVPD basis set) of 2 unconnected molecules or ions with the total composition C9H16N2O at a distorted geometry.

Cartesian coordinates (Å):
C1 1.32 0.53 -0.31
C2 2.19 -0.56 -0.88
C3 2.50 -1.76 -0.05
C4 3.59 -0.77 -0.34
C5 4.14 0.13 0.73
O1 4.38 1.48 0.34
H1 1.40 0.49 0.80
H2 1.62 1.54 -0.65
H3 0.26 0.39 -0.59
H4 2.04 -0.74 -1.94
H5 2.44 -2.73 -0.61
H6 2.06 -1.77 0.96
H7 4.34 -1.09 -1.05
H8 3.39 0.21 1.53
H9 5.05 -0.31 1.20
H10 4.86 1.51 -0.51
C6 -4.02 -0.56 -0.67
N1 -4.32 -0.80 0.55
C7 -3.22 -0.31 1.36
C8 -2.39 0.52 0.44
C9 -3.05 1.50 -0.45
N2 -2.83 0.14 -0.95
H11 -4.67 -0.81 -1.51
H12 -3.55 0.28 2.25
H13 -2.64 -1.17 1.72
H14 -1.32 0.59 0.64
H15 -4.09 1.79 -0.25
H16 -2.45 2.26 -0.98

Output
LUMO energy: 0.93 eV
Maximum force: 1.400 eV Å⁻¹
Electronic energy: -14617.2781 eV
Energy above the lowest of the compared OMol25 structures with the same formula, charge and spin: 80.8 kcal/mol
Frontier orbital gap: 0.384 Eh

natural (NBO) charges, unit e, in atom order: -0.612 -0.220 -0.412 -0.269 -0.061 -0.722 0.199 0.221 0.211 0.213 0.223 0.210 0.210 0.175 0.168 0.465 0.239 -0.424 -0.276 -0.112 -0.254 -0.432 0.197 0.212 0.207 0.225 0.205 0.214

The following is a DFT calculation (ωB97M-V with the def2-TZVPD basis set) of a molecular structure, C4H6CoO2 at a distorted geometry.

Cartesian coordinates (Å):
H1 -1.29 -0.11 -1.74
O1 -1.60 2.03 -1.95
C1 -1.16 1.06 -1.38
C2 0.18 0.64 -1.16
C3 0.66 -0.34 -0.15
C4 -0.28 -0.58 1.05
O2 0.39 -1.07 2.14
Co1 1.55 -0.65 3.26
H2 0.93 1.27 -1.65
H3 1.66 -0.04 0.22
H4 0.79 -1.31 -0.66
H5 -1.07 -1.28 0.73
H6 -0.78 0.38 1.29

Output
LUMO energy (alpha / beta): -7.06 / -7.55 eV
Maximum force: 3.426 eV Å⁻¹
Electronic energy: -45952.5806 eV
Energy above the lowest of the compared OMol25 structures with the same formula, charge and spin: 52.5 kcal/mol
Frontier orbital gap (alpha / beta): 0.171 / 0.184 Eh
2S+1: 5
Total charge: +1

natural (NBO) charges, unit e, in atom order: 0.147 -0.430 0.271 -0.181 -0.481 -0.097 -0.712 1.356 0.234 0.217 0.246 0.225 0.205

The following is a DFT calculation (ωB97M-V with the def2-TZVPD basis set) of 2 unconnected molecules or ions with the total composition C2H8NO2 at a distorted geometry.

Cartesian coordinates (Å):
C1 1.18 -0.21 1.92
N1 -0.16 0.52 1.66
H1 1.31 -0.36 3.00
H2 1.12 -1.17 1.42
H3 1.83 0.53 1.40
H4 0.36 0.82 0.56
H5 -0.37 1.46 1.48
H6 -0.92 0.00 2.15
O1 -0.55 -0.10 -1.23
C2 -0.98 -0.09 -2.30
O2 -0.09 -0.64 -3.34
H7 -1.90 0.27 -2.80
H8 -0.83 -1.05 -3.91

Output
LUMO energy: -4.83 eV
Maximum force: 6.077 eV Å⁻¹
Electronic energy: -7778.3546 eV
Energy above the lowest of the compared OMol25 structures with the same formula, charge and spin: 106.2 kcal/mol
Frontier orbital gap: 0.374 Eh
Total charge: +1

natural (NBO) charges, unit e, in atom order: -0.379 -0.808 0.243 0.247 0.216 0.544 0.444 0.479 -0.588 0.670 -0.697 0.149 0.478

The following is a DFT calculation (ωB97M-V with the def2-TZVPD basis set) of C25H23F3N2O6 in the gas phase at a distorted geometry.

Cartesian coordinates (Å):
C1 1.80 1.41 -5.70
O1 1.40 1.49 -4.34
C2 2.38 1.78 -3.47
O2 3.53 1.95 -3.79
C3 1.90 1.76 -2.06
C4 2.72 1.07 -1.16
C5 2.34 0.87 0.15
N1 3.18 0.16 1.01
C6 2.86 -0.71 2.01
O3 3.71 -1.16 2.75
C7 1.44 -1.13 2.09
C8 0.60 -1.56 1.03
C9 -0.58 -1.96 1.61
C10 -1.80 -2.48 1.03
C11 -2.82 -2.97 1.85
C12 -3.99 -3.47 1.32
C13 -4.17 -3.50 -0.06
O4 -5.28 -3.97 -0.69
C14 -6.33 -4.49 0.08
C15 -3.16 -3.01 -0.89
C16 -1.99 -2.51 -0.35
O5 -0.51 -1.81 2.95
C17 0.71 -1.32 3.23
C18 1.04 -1.01 4.65
F1 1.77 0.11 4.76
F2 1.74 -1.98 5.26
F3 -0.07 -0.82 5.39
C19 1.12 1.41 0.58
C20 0.32 2.11 -0.29
C21 0.69 2.32 -1.63
N2 -0.10 3.05 -2.50
C22 -1.49 3.31 -2.18
C23 -2.24 3.55 -3.49
O6 -1.69 4.61 -4.23
C24 -0.33 4.36 -4.52
C25 0.47 4.15 -3.24
H1 2.13 2.39 -6.06
H2 0.92 1.08 -6.25
H3 2.62 0.70 -5.82
H4 3.66 0.67 -1.53
H5 4.18 0.30 0.88
H6 0.85 -1.57 -0.01
H7 -2.68 -2.95 2.92
H8 -4.75 -3.84 1.99
H9 -7.09 -4.80 -0.63
H10 -6.76 -3.72 0.75
H11 -6.01 -5.35 0.68
H12 -3.32 -3.03 -1.95
H13 -1.23 -2.13 -1.01
H14 0.83 1.31 1.62
H15 -0.59 2.55 0.09
H16 -1.92 2.45 -1.68
H17 -1.60 4.20 -1.54
H18 -3.28 3.82 -3.29
H19 -2.21 2.63 -4.09
H20 0.03 5.23 -5.08
H21 -0.26 3.46 -5.15
H22 1.52 3.96 -3.47
H23 0.41 5.08 -2.64

Output
LUMO energy: 0.30 eV
Maximum force: 1.251 eV Å⁻¹
Electronic energy: -49715.8605 eV
Energy above the lowest of the compared OMol25 structures with the same formula, charge and spin: 0.0 kcal/mol
Frontier orbital gap: 0.306 Eh

natural (NBO) charges, unit e, in atom order: -0.265 -0.508 0.775 -0.591 -0.126 -0.188 0.103 -0.603 0.663 -0.574 -0.174 -0.286 0.287 -0.063 -0.170 -0.307 0.315 -0.487 -0.254 -0.255 -0.173 -0.371 0.175 0.957 -0.312 -0.307 -0.317 -0.195 -0.248 0.194 -0.439 -0.246 -0.070 -0.520 -0.074 -0.237 0.190 0.197 0.200 0.230 0.416 0.238 0.226 0.223 0.203 0.178 0.179 0.227 0.214 0.229 0.220 0.216 0.179 0.196 0.166 0.196 0.168 0.214 0.185

The following is a DFT calculation (ωB97M-V with the def2-TZVPD basis set) of a molecular structure, H14LiO7.

Cartesian coordinates (Å):
Li1 -0.02 0.09 0.09
O1 -1.77 0.73 -0.70
H1 -2.40 1.24 -0.18
H2 -2.22 0.55 -1.53
O2 1.80 -0.06 1.38
H3 1.78 -0.91 1.84
H4 2.74 0.10 1.20
O3 1.00 1.54 -1.02
H5 1.64 1.17 -1.65
H6 0.88 2.45 -1.30
O4 0.62 -1.79 -0.72
H7 1.48 -1.80 -1.17
H8 0.56 -2.66 -0.30
O5 -1.16 -1.55 -3.06
H9 -2.03 -1.22 -2.83
H10 -0.70 -1.68 -2.21
O6 -1.21 -0.89 1.52
H11 -1.90 -1.53 1.32
H12 -1.19 -0.84 2.49
O7 0.34 2.28 2.40
H13 0.84 3.10 2.48
H14 0.93 1.67 1.95

Output
LUMO energy: -3.46 eV
Maximum force: 0.463 eV Å⁻¹
Electronic energy: -14761.7997 eV
Energy above the lowest of the compared OMol25 structures with the same formula, charge and spin: 5.0 kcal/mol
Frontier orbital gap: 0.401 Eh
Total charge: +1

natural (NBO) charges, unit e, in atom order: 0.893 -0.976 0.503 0.494 -0.974 0.497 0.501 -0.974 0.489 0.508 -0.976 0.500 0.505 -0.938 0.456 0.475 -0.980 0.498 0.503 -0.957 0.479 0.474

The following is a DFT calculation (ωB97M-V with the def2-TZVPD basis set) of a molecular structure, C26H25F9N3OS2V at a distorted geometry.

Cartesian coordinates (Å):
V1 -0.14 -0.55 0.53
C1 2.29 -1.81 1.55
N1 1.75 -0.45 1.41
C2 2.68 0.40 0.61
C3 2.52 0.14 -0.87
N2 1.20 0.59 -1.34
C4 1.18 2.06 -1.44
C5 0.93 -0.02 -2.63
C6 1.32 0.58 -3.82
C7 1.07 -0.03 -5.04
C8 0.43 -1.26 -5.07
C9 0.05 -1.88 -3.89
C10 0.30 -1.26 -2.66
S1 -0.16 -2.06 -1.18
C11 1.50 0.20 2.69
C12 2.23 -0.09 3.83
C13 2.00 0.59 5.02
C14 1.04 1.59 5.06
C15 0.30 1.89 3.93
C16 0.52 1.20 2.74
S2 -0.47 1.55 1.33
H1 3.33 -1.79 1.89
H2 2.25 -2.32 0.59
H3 1.69 -2.37 2.26
H4 3.71 0.20 0.92
H5 2.46 1.44 0.83
H6 2.63 -0.92 -1.09
H7 3.31 0.68 -1.41
H8 2.13 2.44 -1.85
H9 1.02 2.51 -0.47
H10 0.37 2.37 -2.09
H11 1.82 1.54 -3.81
H12 1.38 0.45 -5.95
H13 0.23 -1.75 -6.02
H14 -0.44 -2.84 -3.90
H15 2.99 -0.86 3.82
H16 2.57 0.34 5.90
H17 0.85 2.13 5.98
H18 -0.47 2.65 3.95
F1 -2.75 -0.16 3.21
C17 -2.20 -1.30 3.65
F2 -3.12 -1.92 4.40
F3 -1.17 -0.99 4.43
C18 -1.72 -2.18 2.45
O1 -0.57 -1.68 1.90
C19 -2.87 -2.31 1.42
F4 -4.06 -2.53 1.98
F5 -2.63 -3.29 0.55
F6 -2.96 -1.15 0.72
C20 -1.40 -3.61 3.00
F7 -0.54 -4.22 2.18
F8 -0.83 -3.56 4.21
F9 -2.49 -4.38 3.10
N3 -2.17 0.86 -1.42
C21 -2.17 1.84 -2.41
C22 -2.21 3.20 -2.06
C23 -2.12 4.17 -3.03
C24 -2.00 3.83 -4.37
C25 -1.98 2.49 -4.73
C26 -2.07 1.50 -3.76
H19 -2.59 1.15 -0.55
H20 -2.48 -0.05 -1.72
H21 -2.29 3.46 -1.01
H22 -2.14 5.22 -2.74
H23 -1.92 4.60 -5.13
H24 -1.88 2.20 -5.77
H25 -2.04 0.45 -4.04

Output
LUMO energy (alpha / beta): 0.06 / 0.50 eV
Maximum force: 1.502 eV Å⁻¹
Electronic energy: -105705.2809 eV
Energy above the lowest of the compared OMol25 structures with the same formula, charge and spin: 9.6 kcal/mol
Frontier orbital gap (alpha / beta): 0.279 / 0.311 Eh
2S+1: 3

natural (NBO) charges, unit e, in atom order: 1.186 -0.412 -0.524 -0.210 -0.226 -0.496 -0.436 0.208 -0.246 -0.227 -0.197 -0.227 -0.186 -0.248 0.088 -0.177 -0.234 -0.192 -0.213 -0.155 -0.260 0.192 0.233 0.244 0.207 0.232 0.226 0.199 0.177 0.233 0.236 0.218 0.216 0.216 0.225 0.211 0.217 0.218 0.226 -0.300 0.971 -0.310 -0.296 0.008 -0.825 0.972 -0.298 -0.289 -0.297 0.978 -0.300 -0.310 -0.310 -0.799 0.160 -0.234 -0.204 -0.262 -0.175 -0.273 0.389 0.396 0.209 0.213 0.213 0.212 0.219

> Which formula does entry 7 have?

C26H25F9N3OS2V

> What is the formula in the second record?

C9H16N2O

> Which value of maximum force does entry 7 give?

1.502 eV Å⁻¹